(1)
ORCA calculation (ωB97M-V/def2-TZVPD) on Ca6O4P as an isolated structure at a distorted geometry.

Geometry as ORCA input:
```
! RIJCOSX wB97M-V def2-TZVPD def2/J DEFGRID3
* xyz 9 1
P -0.012 0.034 0.017
Ca 0.421 -3.055 1.113
Ca 0.429 0.495 3.273
O -0.911 1.215 -0.356
O 1.308 0.871 0.095
O -0.613 -0.894 1.071
Ca -1.335 -1.245 -2.805
Ca 0.659 2.972 -0.242
Ca 2.976 -0.423 -0.676
O 0.146 -0.793 -1.169
Ca -3.068 0.825 -0.321
*
```

Output
- HOMO: -43.61 eV
- Total energy: -4702.27001 a.u.
- LUMO energy: -32.5 eV

(2)
ORCA calculation (ωB97M-V/def2-TZVPD) on a 2-piece molecular cluster, C2H5O2S overall at a distorted geometry.

Geometry as ORCA input:
```
! RIJCOSX wB97M-V def2-TZVPD def2/J DEFGRID3
* xyz -1 1
S 1.487 -0.284 -1.201
O -1.273 -0.503 0.575
H 1.443 -0.409 1.147
H 1.242 1.320 0.539
O -2.291 0.346 -1.353
C 1.822 0.389 0.501
H 2.872 0.547 0.765
H -3.309 -0.484 0.115
C -2.192 -0.196 -0.246
H 0.199 -0.727 -0.842
*
```

Output
- HOMO: -3.93 eV
- Total energy: -627.91105 a.u.
- LUMO energy: 3.7 eV

(3)
ORCA calculation (ωB97M-V/def2-TZVPD) on a 2-piece molecular cluster, C4H12O2S overall at a distorted geometry.

Geometry as ORCA input:
```
! RIJCOSX wB97M-V def2-TZVPD def2/J DEFGRID3
* xyz -1 2
H 0.613 0.596 -0.357
H 1.325 3.238 1.689
H -1.606 0.363 0.627
O 0.346 -2.180 1.625
C -0.818 0.168 -1.946
C -1.047 -0.552 0.428
H -1.451 -0.669 -2.239
H 1.081 -1.998 1.026
H -1.188 -1.169 2.455
C -0.045 -0.203 -0.694
H 2.278 2.098 1.474
H -1.420 1.057 -1.808
C -0.390 -0.970 1.740
H 0.258 -0.168 2.098
H 0.530 -1.100 -0.948
H -1.648 -1.390 0.086
S 0.286 0.560 -3.371
H 0.615 -0.722 -3.603
O 2.279 3.043 1.717
*
```

Output
- <S²>: 0.75
- HOMO (alpha / beta): 0.79 / -6.15 eV
- Total energy: -708.22031 a.u.
- LUMO energy (alpha / beta): 3.1 / 3.0 eV

(4)
ORCA calculation (ωB97M-V/def2-TZVPD) on C41H48BF3MoN7O3S4 as an isolated structure at a distorted geometry.

Geometry as ORCA input:
```
! RIJCOSX wB97M-V def2-TZVPD def2/J DEFGRID3
* xyz 1 3
H 13.246 7.342 7.919
S 14.245 10.368 14.695
H 15.739 6.135 17.315
C 14.128 5.461 8.139
H 12.630 12.044 6.492
F 11.682 15.282 9.153
N 13.372 14.462 16.034
H 5.938 11.214 15.582
O 14.713 9.046 11.332
H 13.424 12.862 18.876
H 13.808 17.251 16.706
C 7.636 9.812 15.575
H 13.821 14.307 13.296
C 13.446 13.299 17.904
C 13.680 8.493 10.397
C 12.471 8.318 11.215
C 16.658 8.171 15.589
C 13.757 9.423 15.965
H 15.778 13.000 9.824
S 10.828 9.265 14.904
H 11.136 9.477 9.570
H 16.670 9.073 15.037
H 12.221 11.177 18.510
H 8.181 8.561 17.306
H 14.659 5.375 16.180
C 12.690 13.308 15.798
H 14.432 17.602 15.087
H 11.822 17.020 15.296
N 8.718 10.767 16.029
C 14.153 7.123 9.899
H 15.951 4.427 10.857
C 11.801 10.764 8.025
H 17.413 7.358 15.202
H 15.558 8.881 10.854
C 13.788 6.719 8.630
C 15.304 7.408 15.545
C 10.074 10.417 16.013
H 10.797 11.184 7.808
O 11.645 7.473 10.982
C 13.347 9.521 9.353
N 13.294 11.853 11.775
C 9.749 11.933 17.587
H 14.368 15.999 13.238
C 7.718 9.632 14.045
C 12.059 16.073 14.768
F 10.507 14.490 10.798
H 7.568 12.161 17.330
H 13.675 5.162 7.189
C 15.552 6.055 16.240
C 15.316 5.042 10.196
H 11.285 15.385 14.887
H 6.868 9.112 13.708
H 15.368 9.575 8.634
C 13.671 7.805 17.504
C 13.471 15.617 15.103
H 15.035 11.174 7.037
S 11.728 12.934 14.367
C 14.229 16.800 15.828
H 15.318 11.437 11.813
H 16.449 5.526 15.860
C 12.868 11.294 7.286
C 12.266 12.459 11.174
C 14.557 12.122 11.318
C 13.662 13.598 9.590
H 14.252 15.444 17.731
H 15.204 16.463 16.163
C 14.401 10.010 8.595
H 6.191 10.438 17.108
H 14.027 6.915 17.942
H 15.495 7.603 13.452
H 8.640 9.099 13.806
H 10.084 12.728 18.292
F 10.456 13.482 8.900
H 13.940 14.360 8.846
H 5.595 9.579 15.768
N 10.714 11.118 16.932
C 7.875 8.468 16.292
H 13.776 7.399 13.924
C 11.280 14.171 9.752
O 12.422 9.116 12.299
H 12.255 9.005 18.814
H 15.352 6.599 11.602
C 14.926 6.244 10.668
C 6.311 10.331 16.022
C 12.030 9.901 9.095
H 15.318 14.938 14.014
C 14.827 7.077 14.112
C 14.978 4.630 8.867
C 14.173 10.928 7.632
H 14.903 5.955 14.057
N 14.222 8.177 16.278
C 13.809 14.511 17.392
N 12.932 9.824 16.959
C 14.250 15.177 13.898
H 12.029 16.303 13.650
N 12.853 12.545 16.921
S 10.696 11.858 11.849
H 7.729 10.616 13.579
C 14.783 12.878 10.156
C 12.910 8.853 17.933
H 15.309 3.646 8.552
C 8.512 11.663 17.041
Mo 12.228 10.727 13.260
H 6.983 7.871 16.136
C 12.401 13.372 10.166
B 12.232 11.142 17.322
H 8.706 7.856 15.804
H 16.832 8.415 16.651
*
```

Output
- <S²>: 2.02
- HOMO (alpha / beta): -10.39 / -10.75 eV
- Total energy: -4185.53353 a.u.
- LUMO energy (alpha / beta): -3.7 / -3.2 eV

(5)
ORCA calculation (ωB97M-V/def2-TZVPD) on C26H73Cl3FeN5O20 as an isolated structure at a distorted geometry.

Geometry as ORCA input:
```
! RIJCOSX wB97M-V def2-TZVPD def2/J DEFGRID3
* xyz 0 6
H -1.883 3.446 1.775
H -5.033 0.116 2.044
C -2.145 4.361 2.306
H -2.075 5.177 1.587
H -1.360 -4.186 0.309
C 2.616 -6.063 0.055
C 1.067 2.838 -4.955
O 4.396 1.835 -1.068
H -2.822 -4.167 2.246
H 3.712 -0.775 3.395
Cl 5.598 2.390 -0.467
C 1.722 -4.364 1.786
O -2.236 -2.506 1.084
Cl -2.352 -0.873 -4.633
C -1.100 -2.432 -1.012
H 2.417 2.466 0.749
Fe 0.650 0.089 -0.628
H -5.185 -0.300 -1.045
H -2.811 -2.608 3.041
H -0.126 -2.551 -2.909
C -2.333 2.391 -2.434
O 6.742 1.589 -0.861
H -2.215 3.173 -3.184
C -1.167 0.649 1.960
C 1.702 3.012 0.133
O 0.648 -3.425 1.972
H 4.503 -0.558 1.840
C 0.337 -3.170 3.333
H 1.341 1.270 2.414
H 2.148 -1.539 1.629
H 1.750 2.601 -5.772
H 1.761 0.808 -3.046
H 1.327 -1.093 -4.860
C -3.477 4.413 3.133
H -1.879 1.939 5.596
H 2.664 -3.894 2.068
H 3.008 0.817 0.430
C 1.706 -4.838 0.287
O -1.162 -0.143 -4.220
H 3.479 -0.973 -2.761
C 2.297 -0.792 -4.465
H -1.513 -0.169 2.593
H 0.177 2.229 -5.110
N 0.056 -1.869 -0.359
H -6.113 -1.014 1.217
H -1.812 0.213 -1.872
H 0.717 -2.623 -0.476
Cl 5.866 -2.509 0.237
O 5.845 3.683 -1.018
H -1.817 -1.652 -1.268
O 4.887 -1.805 -0.579
O 5.450 2.526 0.955
C 0.734 4.372 -4.961
O 0.026 0.230 1.268
H 0.925 -0.256 3.196
H -2.616 4.043 5.045
O 0.819 2.081 -0.482
C 1.080 0.227 2.231
H -3.903 -0.893 0.020
H -4.285 3.835 2.685
H 2.658 -6.299 -1.008
C -3.024 -3.107 2.095
H 3.620 -5.891 0.441
H -3.309 6.097 4.086
H 0.108 4.459 -4.073
O -3.237 -0.019 -5.367
H -0.515 -2.492 3.375
H 2.048 -1.886 -2.669
H 3.219 -0.596 0.083
O 6.892 -1.598 0.619
H -2.863 2.974 -1.681
O -3.058 -1.161 -3.415
C 3.681 -0.209 2.464
H -6.325 0.638 0.985
H 0.053 -4.032 3.937
H 1.596 -5.282 2.361
C -5.531 -0.100 1.099
H -4.082 -3.033 1.843
O -3.922 1.102 -0.090
N -1.219 0.648 -1.181
C -4.640 -0.103 -0.122
H 3.122 -3.462 -0.129
O 5.170 -3.081 1.395
C -0.266 2.798 -1.008
C 2.414 -0.911 -2.988
H 2.228 3.591 -0.626
H -1.983 0.897 -0.569
H -4.416 3.671 4.938
H -4.553 1.824 -0.100
H 0.231 4.635 -5.892
H 0.091 3.663 -1.567
H 2.991 -1.482 -4.946
H -2.652 0.442 5.008
N 2.195 -3.679 -0.465
H 0.696 -5.143 0.014
C -1.920 -3.314 -0.030
H 1.618 4.987 -4.788
C -0.986 1.867 -1.925
N 2.435 -0.009 0.334
C -0.621 -3.232 -2.217
C -2.829 1.457 5.366
H -1.387 -3.670 -2.857
H -1.320 4.509 3.003
H -0.374 1.667 -2.804
H -4.840 5.731 3.710
O 6.463 -3.577 -0.524
H -0.233 -2.027 0.596
H 1.321 3.745 0.844
H 3.831 0.810 2.822
O -3.249 2.182 4.241
C -3.431 3.597 4.476
H 2.161 -6.872 0.628
H -1.012 1.550 2.553
H -3.488 1.565 6.227
H -3.041 1.666 -2.836
H -2.790 -3.697 -0.564
C 2.315 -0.465 1.711
N -3.900 5.756 3.342
O 1.632 2.559 -3.664
H 2.411 -3.921 -1.421
H 2.557 0.181 -4.883
O -2.090 -2.058 -5.417
H -1.996 0.766 1.262
H 0.076 -4.017 -1.922
O 1.663 0.151 -2.353
H 1.206 -2.777 3.861
H 2.450 3.061 -3.656
H -0.807 3.173 -0.139
*
```

Output
- <S²>: 8.75
- HOMO (alpha / beta): -8.37 / -8.37 eV
- Total energy: -5456.32027 a.u.
- LUMO energy (alpha / beta): -0.4 / -3.1 eV

(6)
ORCA calculation (ωB97M-V/def2-TZVPD) on a 4-piece molecular cluster, C29H21BrClN3O9 overall.

Geometry as ORCA input:
```
! RIJCOSX wB97M-V def2-TZVPD def2/J DEFGRID3
* xyz 0 1
H 9.491 -0.392 -1.186
O 7.348 0.255 -2.662
H 10.725 -3.652 -1.271
O 1.709 0.303 -1.052
C -0.089 -1.526 -4.237
C -7.293 2.248 2.050
C 6.258 -1.511 -1.480
H -2.163 2.072 5.734
H 0.340 -2.400 -4.707
C 6.455 -2.873 -1.216
H -1.617 1.596 -2.548
C 0.549 -0.951 -3.151
H 10.861 -2.180 -0.257
H 9.982 -3.572 0.336
H -0.639 1.906 1.026
H -2.819 2.946 1.595
Br 5.658 -5.486 -0.351
C -8.821 2.636 0.227
C -1.823 2.030 4.710
C 4.995 -0.946 -1.308
C -0.974 1.944 2.054
O 8.074 -4.490 -1.915
C 5.410 -3.664 -0.753
H -7.627 0.448 3.177
C -2.193 2.525 2.368
C -0.607 1.450 4.387
O -9.359 -1.192 2.867
O 4.735 0.361 -1.594
C 10.216 -3.001 -0.565
C -7.730 3.032 0.990
H 0.763 0.948 2.815
C 3.953 -1.730 -0.839
C -0.186 1.406 3.064
Cl 2.837 -3.975 0.061
H 2.967 -1.307 -0.699
C 8.744 -1.152 -1.377
C 7.439 -0.703 -1.927
O -4.227 3.185 5.191
H -7.216 3.957 0.761
C 7.843 -3.398 -1.454
H 5.368 0.919 -1.131
C -7.952 1.067 2.355
H -1.762 -1.430 -5.572
H -10.334 1.137 -0.064
H 0.010 1.031 5.169
O -10.689 -0.868 1.208
N 0.661 0.792 -1.424
O 0.142 1.763 -0.910
C -2.596 2.555 3.690
C 8.949 -2.445 -1.132
C -1.824 0.141 -4.115
H -9.158 3.249 -0.598
H -6.443 2.562 2.638
C -1.271 -0.981 -4.720
H -2.745 0.563 -4.493
C -9.038 0.694 1.585
N -3.897 3.155 4.025
C 4.166 -3.066 -0.554
N -9.751 -0.553 1.913
C -1.197 0.724 -3.027
C -9.484 1.457 0.521
C -0.018 0.168 -2.567
H 1.471 -1.365 -2.770
O -4.574 3.585 3.108
*
```

Output
- HOMO: -9.30 eV
- SMILES: CC1=CC(=O)c2c(O)cc(Cl)c(Br)c2C1=O.O=[N+]([O-])c1ccccc1.O=[N+]([O-])c1ccccc1.O=[N+]([O-])c1ccccc1
- Total energy: -4993.04159 a.u.
- LUMO energy: -1.1 eV

total energy of number 5 (C26H73Cl3FeN5O20)?
-5456.32027 a.u.